{
  "formula": "C5H13NP",
  "method": "ωB97M-V/def2-TZVPD",
  "e_homo_ha": -0.506,
  "charge": 1,
  "de_lowest_ev": 0.915,
  "smiles": "CC1(C)CPC[NH2+]1",
  "species": ["C", "C", "C", "C", "C", "N", "P", "H", "H", "H", "H", "H", "H", "H", "H", "H", "H", "H", "H", "H"],
  "positions_angstrom": [[0.6033, -0.5154, -1.2559], [-0.2615, -1.6737, 1.0362], [0.0024, 0.5050, -0.0661], [0.9792, 0.9593, 0.9934], [-0.5316, 1.8126, -0.7951], [-1.0104, -0.4535, 0.5071], [0.9934, -2.1353, -0.4761], [-0.1254, -0.5590, -1.9952], [1.5330, 0.0007, -1.5813], [0.2517, -1.3294, 1.8622], [-0.8364, -2.5077, 1.4051], [0.4986, 1.2364, 1.9521], [1.2655, 1.9427, 0.5107], [1.7532, 0.2509, 1.0400], [-1.1651, 2.5693, -0.2676], [-1.1386, 1.4918, -1.7335], [0.4270, 2.1447, -1.2931], [-1.8012, -0.6574, -0.1378], [-1.4198, -0.1001, 1.3670], [-0.0174, -2.9817, -1.0721]],
  "atomic_forces_ev_per_a": [[1.5088, 2.4807, 3.0071], [0.6682, -0.6491, -3.3030], [-0.6478, -0.4419, -2.4129], [-1.0242, 2.0465, -1.1958], [-0.7121, -2.0483, -2.4171], [-0.9631, -0.5788, 1.1871], [-1.4093, -0.4095, 1.5417], [-1.0671, -0.0116, -1.5367], [-0.6434, -0.5750, -0.2102], [1.3631, 0.8516, 1.5842], [-0.8108, -0.0445, -0.4828], [0.3079, -0.4565, -0.3800], [0.7105, -1.2095, 1.2155], [1.3661, -0.4688, 0.7245], [1.1368, -0.6433, -0.0341], [0.6339, 0.4676, 1.5957], [-1.2392, 0.4723, 0.8475], [0.8155, -0.0404, 0.3217], [-0.4455, 0.6808, -0.0564], [0.4518, 0.5777, 0.0040]]
}

=====

{
  "formula": "C2H5N3O2S",
  "method": "ωB97M-V/def2-TZVPD",
  "e_homo_ha": -0.335,
  "charge": 0,
  "de_lowest_ev": 5.703,
  "species": ["C", "C", "H", "H", "H", "H", "H", "N", "N", "N", "O", "O", "S"],
  "positions_angstrom": [[-0.0509, -0.4002, -0.1528], [-1.4801, 0.0143, -0.2584], [1.7769, 1.9995, -0.2238], [0.5628, 1.8490, 1.2782], [-0.7196, -2.2886, 0.1596], [1.7752, -1.3226, 0.4959], [-0.7153, 1.7091, -0.5303], [0.7682, 1.7287, 0.0843], [1.0315, 0.2584, 0.0685], [0.0552, -1.7711, -0.1199], [1.3709, -2.1865, -0.3514], [-1.6408, 1.3132, -0.5479], [-2.7339, -0.9031, 0.0979]],
  "atomic_forces_ev_per_a": [[-0.5458, -3.1314, 0.9097], [0.0692, 2.7239, 0.1932], [-2.4779, 0.4177, 1.3949], [1.3621, 0.4086, -4.5193], [-1.0821, -1.7634, 0.3177], [-0.4355, -2.9728, -3.5225], [-0.2572, 0.2922, -0.1048], [2.4280, -1.0978, 3.6613], [-0.9246, 0.9987, -0.7849], [2.1179, 3.1017, -2.3119], [0.2518, 2.8375, 4.8160], [0.3068, -0.8251, -0.1375], [-0.8127, -0.9897, 0.0878]]
}

=====

{
  "formula": "C3H3ClN2",
  "method": "ωB97M-V/def2-TZVPD",
  "e_homo_ha": -0.355,
  "charge": 0,
  "de_lowest_ev": 4.338,
  "species": ["C", "C", "C", "N", "N", "Cl", "H", "H", "H"],
  "positions_angstrom": [[-0.4809, 0.1455, 0.9696], [-1.0644, 0.4701, -0.2536], [-1.1735, -1.3955, 0.1567], [-0.6997, -1.2412, 1.3077], [-1.6784, -0.6830, -0.7343], [2.4669, 0.2540, -0.6724], [0.2332, 0.8351, 1.4496], [-1.0576, 1.4745, -0.9002], [3.4543, 0.1404, -1.3231]],
  "atomic_forces_ev_per_a": [[0.7432, 1.5330, -0.0406], [0.2007, 1.9468, -0.8759], [-0.0084, 0.2035, 0.3716], [0.4302, 0.5209, -0.0846], [-0.9781, -0.5735, -1.4471], [-3.1336, 0.3432, 2.0292], [-0.4695, -1.0093, 0.3758], [0.0523, -2.6066, 1.7333], [3.1634, -0.3579, -2.0616]]
}